C16H34N2O3 | ωB97M-V/def2-TZVPD

Results
- strongest force on any atom (eV/A) = 1.38
- energy above the lowest of the compared OMol25 structures with the same formula, charge and spin (kJ/mol) = 360.2
- charge = 0
- frontier orbital gap (eV) = 9.721
- SMILES = O=NO[C@@H]1CNC(=O)C1.CCCCCC.CCCCCC
- LUMO (eV) = -0.4

Cartesian coordinates (Å):
1 O -0.71342 3.32610 5.89618
2 N -0.88707 3.19486 4.76388
3 O -1.84863 4.14733 4.26606
4 C -2.97212 3.52270 3.66040
5 C -4.28992 4.16857 4.14660
6 N -5.31061 3.10029 4.12002
7 C -4.66948 1.84706 3.98975
8 O -5.21322 0.76555 4.03724
9 C -3.16964 2.03977 3.90084
10 H -2.95228 3.72222 2.59306
11 H -4.20951 4.62903 5.12343
12 H -4.57477 4.91851 3.41922
13 H -5.77522 3.05737 5.01868
14 H -2.68275 1.43274 3.15142
15 H -2.84370 1.75407 4.89762
16 C 1.87961 -1.52036 0.15974
17 C 1.32168 -2.28540 1.35646
18 C -0.16720 -2.04116 1.59390
19 C -0.53712 -0.59058 1.90455
20 C 0.17366 0.00996 3.11646
21 C -0.14120 -0.70973 4.42507
22 H 1.81080 -0.44067 0.30093
23 H 2.93184 -1.76490 0.00775
24 H 1.34088 -1.78143 -0.75400
25 H 1.89363 -2.03089 2.25280
26 H 1.47308 -3.35543 1.19426
27 H -0.50730 -2.68732 2.40756
28 H -0.72446 -2.35849 0.70710
29 H -1.61956 -0.53820 2.06492
30 H -0.33388 0.03391 1.02979
31 H -0.12870 1.05567 3.21062
32 H 1.25476 0.02004 2.95425
33 H -1.21591 -0.70848 4.62228
34 H 0.35289 -0.21821 5.26438
35 H 0.19681 -1.74655 4.40847
36 C 2.58815 0.73349 -3.70772
37 C 1.46680 -0.21195 -4.12876
38 C 1.91212 -1.66683 -4.25679
39 C 2.98517 -1.92998 -5.31353
40 C 2.61043 -1.49884 -6.73016
41 C 1.39167 -2.22966 -7.28672
42 H 3.38739 0.77108 -4.44916
43 H 2.20670 1.74798 -3.58556
44 H 3.02169 0.42187 -2.75509
45 H 1.02888 0.13660 -5.06804
46 H 0.66780 -0.16128 -3.38430
47 H 1.03508 -2.28529 -4.46732
48 H 2.29189 -2.00571 -3.28761
49 H 3.21228 -3.00050 -5.31660
50 H 3.91313 -1.42866 -5.02469
51 H 3.46482 -1.68706 -7.38508
52 H 2.43578 -0.41996 -6.76182
53 H 1.55349 -3.30939 -7.28914
54 H 1.18985 -1.92015 -8.31276
55 H 0.49493 -2.02376 -6.70085

C4H13NO2 | ωB97M-V/def2-TZVPD

Results
- strongest force on any atom (eV/A) = 2.68
- energy above the lowest of the compared OMol25 structures with the same formula, charge and spin (kJ/mol) = 87.7
- charge = 0
- frontier orbital gap (eV) = 9.358
- SMILES = C1CCNC1.O.O
- LUMO (eV) = 0.4

Cartesian coordinates (Å):
1 C -0.92528 1.54313 0.32289
2 C -1.82402 0.32342 0.16632
3 C -0.97077 -0.56760 -0.77178
4 N 0.41733 0.01404 -0.83642
5 C 0.15942 1.47499 -0.74933
6 H -0.51472 1.52652 1.35249
7 H -1.50132 2.49961 0.33985
8 H -2.18536 -0.08468 1.12227
9 H -2.75698 0.48183 -0.37039
10 H -0.85672 -1.63067 -0.60954
11 H -1.49941 -0.51520 -1.75186
12 H 0.85948 -0.28149 0.02631
13 H 1.11522 2.01557 -0.61936
14 H -0.27751 1.74693 -1.73058
15 O 1.28239 -0.50895 2.04177
16 H 1.91568 0.04235 2.48610
17 H 1.55852 -1.42036 2.31761
18 O 2.18939 -2.50457 -0.86541
19 H 2.10829 -2.07360 -1.69844
20 H 1.70636 -2.08127 -0.17251

C20H24F6N2S | ωB97M-V/def2-TZVPD

Results
- strongest force on any atom (eV/A) = 0.82
- energy above the lowest of the compared OMol25 structures with the same formula, charge and spin (kJ/mol) = 0.0
- charge = 0
- frontier orbital gap (eV) = 8.502
- SMILES = FC(F)(F)c1cc(CCN2C(=S)NC[C@@H]2CC2CCCCC2)cc(C(F)(F)F)c1
- LUMO (eV) = 0.2

Cartesian coordinates (Å):
1 F -3.04348 -1.55252 2.44808
2 C -3.23799 -2.55169 1.55813
3 F -4.55387 -2.58554 1.31927
4 F -2.92523 -3.68470 2.19389
5 C -2.42732 -2.32383 0.31130
6 C -2.85734 -1.36441 -0.59482
7 C -2.10488 -1.08378 -1.72994
8 C -2.49222 0.04291 -2.62996
9 C -1.66708 1.30109 -2.27061
10 N -1.73833 1.62580 -0.87530
11 C -2.85268 2.11594 -0.28567
12 S -4.22084 2.58898 -1.06329
13 N -2.64869 2.16900 1.04839
14 C -1.43161 1.49831 1.44354
15 C -0.72663 1.23155 0.09556
16 C 0.58191 2.01527 -0.09652
17 C 1.82690 1.17546 0.20888
18 C 3.09572 1.95749 -0.13752
19 C 4.33973 1.11135 0.11625
20 C 4.39080 0.66034 1.57194
21 C 3.12704 -0.11620 1.92557
22 C 1.88598 0.73601 1.67217
23 C -0.92673 -1.79176 -1.94415
24 C -0.50470 -2.74497 -1.02925
25 C 0.81661 -3.42805 -1.25432
26 F 1.84156 -2.62732 -0.88997
27 F 1.02582 -3.73259 -2.54254
28 F 0.95545 -4.55867 -0.55698
29 C -1.24188 -3.01642 0.11479
30 H -3.77710 -0.82781 -0.41390
31 H -2.30231 -0.20519 -3.67377
32 H -3.54798 0.28226 -2.50567
33 H -0.61907 1.14886 -2.53317
34 H -2.06599 2.14451 -2.84136
35 H -3.39783 2.36223 1.68903
36 H -0.83376 2.14244 2.09366
37 H -1.65170 0.57066 1.98442
38 H -0.50826 0.16332 -0.02455
39 H 0.63833 2.35056 -1.13435
40 H 0.57505 2.91063 0.52696
41 H 1.79853 0.27515 -0.41695
42 H 3.06647 2.26537 -1.18516
43 H 3.13958 2.86131 0.47452
44 H 5.23406 1.68742 -0.12884
45 H 4.31702 0.23280 -0.53213
46 H 5.27010 0.03553 1.73756
47 H 4.47370 1.53516 2.22107
48 H 3.15663 -0.42145 2.97327
49 H 3.07404 -1.01879 1.31284
50 H 0.99283 0.16382 1.93062
51 H 1.91629 1.62026 2.31320
52 H -0.32952 -1.59339 -2.82197
53 H -0.90512 -3.75272 0.82771

C20H21CdClN6SSe | ωB97M-V/def2-TZVPD

Results
- strongest force on any atom (eV/A) = 0.65
- charge = 0
- frontier orbital gap (eV) = 7.566
- LUMO (eV) = -0.1

Cartesian coordinates (Å):
1 Cd -1.04050 -0.35010 -0.64526
2 Cl 0.02734 -1.55577 1.13973
3 Se -2.60855 1.48569 0.21734
4 C -1.65801 2.99846 -0.45132
5 C -1.64893 4.18785 0.26966
6 C -0.97327 5.27995 -0.25276
7 N -0.31656 5.26257 -1.40844
8 C -0.34266 4.12949 -2.10136
9 C -1.00191 2.98422 -1.68236
10 H -2.15151 4.24659 1.22553
11 H -0.94474 6.22152 0.28665
12 H 0.18764 4.14398 -3.04971
13 H -1.03093 2.10103 -2.30997
14 C 2.75993 -1.98198 -1.89297
15 C 1.42521 -1.66785 -2.05142
16 N 0.96844 -0.41459 -1.96746
17 C 1.83932 0.56557 -1.72113
18 C 3.20125 0.34697 -1.52603
19 C 3.65838 -0.96364 -1.62563
20 C 4.12118 1.46545 -1.24025
21 C 4.00829 2.37199 -0.26696
22 C 3.01172 2.44753 0.81995
23 C 2.38062 1.35596 1.41320
24 C 1.52516 1.62195 2.47237
25 N 1.30227 2.85468 2.91812
26 C 1.95430 3.82370 2.28881
27 N 2.79767 3.68627 1.27900
28 H 3.08527 -3.01099 -1.95075
29 H 0.68659 -2.43444 -2.25147
30 H 1.44389 1.57315 -1.66572
31 H 4.70836 -1.17933 -1.47012
32 H 4.96628 1.54678 -1.91603
33 H 4.73377 3.17546 -0.22232
34 H 2.55386 0.33746 1.10119
35 H 1.00849 0.81834 2.98152
36 H 1.78806 4.83403 2.64699
37 S -2.23203 -2.51221 -1.80266
38 C -2.77094 -3.33574 -0.41778
39 N -3.02554 -2.72732 0.73758
40 C -3.35099 -3.41428 1.98394
41 C -2.92436 -4.86927 1.89409
42 C -3.48473 -5.45037 0.60527
43 N -2.98069 -4.65643 -0.50413
44 H -2.80132 -1.75069 0.80027
45 H -4.42679 -3.34340 2.16670
46 H -2.83061 -2.91287 2.79862
47 H -3.28323 -5.42353 2.75952
48 H -1.83415 -4.91645 1.86736
49 H -4.57881 -5.41914 0.62610
50 H -3.17745 -6.48503 0.46643
51 H -2.72410 -5.09122 -1.37190